Computed, not measured: a molecular structure, C4H6N2O in a non-equilibrium geometry, with ωB97M-V/def2-TZVPD.

Geometry as XYZ:
```
13
Properties=species:S:1:pos:R:3:forces:R:3
N 1.117 1.598 -1.799 -1.05 -1.05 0.09
C 0.461 0.838 -1.030 0.77 -0.52 1.00
O 0.343 1.203 0.249 -0.10 0.12 -0.13
C -0.630 0.487 1.001 -0.28 -0.26 0.36
C -0.147 -0.920 1.299 0.00 0.00 -0.22
C -0.105 -1.733 0.011 -0.06 0.16 -0.90
N 0.032 -1.046 -1.040 0.63 3.82 0.87
H 1.191 1.319 -2.770 0.08 -0.31 0.03
H 0.023 -0.959 -2.024 -0.15 -2.02 -0.82
H -1.569 0.447 0.433 0.10 0.04 0.16
H -0.794 1.074 1.903 0.01 -0.03 -0.04
H 0.866 -0.888 1.726 -0.13 -0.05 -0.10
H -0.788 -1.419 2.040 0.17 0.08 -0.30
```
Positions in Å, forces in eV/Å.

Summary:
HOMO-LUMO gap (eV): 8.39
ΔE to the lowest compared entry with this formula, charge and spin (kcal per mole): 113.5
E_LUMO (hartree): 0.0211